{"formula": "C9H12BrN4O", "method": "the ωB97M-V functional and the def2-TZVPD basis", "orbital_gap_ev": [6.7, 6.7], "total_charge": 1, "homo_energy_ev": [-11.43, -11.43], "species": ["C", "C", "C", "C", "C", "C", "C", "C", "C", "N", "N", "N", "N", "O", "Br", "H", "H", "H", "H", "H", "H", "H", "H", "H", "H", "H", "H"], "xyz": [[0.3887, 0.9979, -1.0670], [-1.1928, 0.3622, 0.5973], [-1.3932, 1.7001, 0.8472], [-0.2104, -0.1094, -0.3995], [0.3451, 2.3165, -0.5776], [-2.2995, 0.8136, 3.0552], [1.0037, 3.4159, -1.3496], [1.1887, -1.9261, -1.3588], [1.5560, -3.1073, -0.4250], [-1.7606, -0.6021, 1.3502], [-2.2689, -0.3501, 2.4884], [-0.5325, 2.6316, 0.4792], [-0.0199, -1.4174, -0.5888], [0.4812, -3.9059, -0.0629], [-3.5842, 1.5340, 4.2175], [0.9066, 0.7763, -1.9178], [0.5286, 3.3603, -2.2356], [0.8051, 4.3477, -0.7941], [2.0622, 3.0410, -1.4845], [1.9641, -1.2419, -1.5107], [0.8617, -2.2781, -2.2731], [1.9437, -2.5167, 0.3402], [2.4064, -3.5485, -0.9910], [-2.5410, -1.1234, 3.0810], [-0.5446, 3.5757, 0.8217], [-0.5814, -1.9584, 0.0468], [0.4876, -4.7872, -0.2886]], "forces_ev_per_angstrom": [[-0.95, 0.64, 2.74], [-0.06, -0.52, 0.50], [-1.52, -1.10, 3.02], [-1.54, 0.87, 0.22], [-1.31, -1.57, 0.28], [1.12, 3.56, -0.95], [1.75, -1.14, 3.73], [-3.53, -2.14, 2.98], [1.80, 0.30, -3.18], [1.55, -2.21, -1.76], [-1.27, 0.71, 1.01], [2.12, -0.55, -1.91], [1.24, 3.50, -1.13], [-0.52, 3.40, 1.08], [0.60, -0.93, -0.72], [1.67, -0.13, -2.08], [-1.41, 0.56, -3.32], [0.80, -0.11, -0.71], [-0.93, 1.28, 0.19], [1.03, 1.27, 0.39], [-0.80, -0.62, -2.07], [0.75, -0.06, 2.35], [-0.53, -0.69, 0.86], [-0.41, -0.73, -0.32], [-0.40, 0.28, -0.04], [0.13, -0.96, -0.08], [0.62, -2.88, -1.07]]}


{"formula": "C2H5NO5S", "method": "the ωB97M-V functional and the def2-TZVPD basis", "orbital_gap_ev": 9.8, "total_charge": 0, "homo_energy_ev": -11.26, "species": ["C", "C", "N", "O", "O", "O", "O", "O", "S", "H", "H", "H", "H", "H"], "xyz": [[1.7117, -1.0499, -0.2808], [-1.4904, 0.8233, 0.1819], [-2.0438, -0.4181, 0.6887], [-3.1261, -0.2816, 1.1722], [-1.4534, -1.4622, 0.5191], [0.4428, 0.8786, -1.6194], [2.2787, 1.4927, -0.0770], [0.1833, 0.7064, 0.7606], [1.1716, 0.6380, -0.3583], [2.7432, -0.9207, 0.1523], [1.1126, -1.6430, 0.4539], [1.6304, -1.3775, -1.3281], [-1.9795, 1.7885, 0.6266], [-1.1810, 0.8256, -0.8916]], "forces_ev_per_angstrom": [[0.71, 0.18, 0.82], [3.57, 2.12, 0.93], [0.53, -0.63, -0.50], [-1.54, -0.01, 0.75], [0.09, 0.31, 0.01], [1.07, -0.51, 1.05], [0.03, -0.06, 0.18], [-5.64, 1.05, 1.67], [1.00, 0.31, -3.57], [-0.83, -0.62, -0.91], [0.27, 0.58, -0.99], [0.43, -0.36, 0.63], [1.23, -2.21, -0.63], [-0.91, -0.13, 0.58]]}


{"formula": "C23H27N5O5", "method": "the ωB97M-V functional and the def2-TZVPD basis", "orbital_gap_ev": 8.2, "total_charge": 0, "homo_energy_ev": -8.27, "species": ["C", "H", "O", "C", "C", "C", "C", "C", "C", "H", "O", "C", "H", "H", "H", "N", "N", "C", "C", "C", "C", "C", "C", "C", "C", "O", "H", "H", "H", "H", "C", "O", "N", "H", "C", "C", "O", "N", "H", "C", "H", "C", "N", "C", "H", "H", "H", "C", "H", "H", "H", "H", "H", "H", "H", "H", "H", "H", "H", "H"], "xyz": [[4.6147, -4.2953, -0.1313], [4.1241, -4.4904, -1.0899], [3.7171, -3.7473, 0.8060], [3.1486, -2.5454, 0.5326], [3.3578, -1.8016, -0.6204], [2.6979, -0.5963, -0.7789], [1.8448, -0.1028, 0.1930], [1.6442, -0.8416, 1.3782], [2.2913, -2.0560, 1.5199], [2.1632, -2.6648, 2.3987], [0.8328, -0.3079, 2.3331], [0.6436, -1.0247, 3.5335], [1.5924, -1.2123, 4.0436], [0.1268, -1.9718, 3.3534], [0.0215, -0.3900, 4.1632], [1.1399, 1.1111, -0.0142], [-0.0902, 1.1083, 0.4722], [-0.8849, 2.1237, 0.3647], [-0.5074, 3.3130, -0.3413], [-1.3503, 4.4109, -0.5444], [-0.8850, 5.5117, -1.2269], [0.4219, 5.5472, -1.7133], [1.2629, 4.4742, -1.5226], [0.8092, 3.3441, -0.8390], [1.7175, 2.2082, -0.6560], [2.8767, 2.1964, -1.0232], [2.2776, 4.4748, -1.8908], [0.7727, 6.4203, -2.2428], [-1.5359, 6.3585, -1.3867], [-2.3612, 4.3678, -0.1717], [-2.2250, 1.8621, 0.9798], [-3.2763, 2.2696, 0.5295], [-2.1109, 1.0846, 2.0888], [-1.1701, 0.7818, 2.3081], [-3.1688, 0.2061, 2.5073], [-3.0832, -1.1925, 1.8696], [-3.8903, -2.0552, 2.1469], [-2.0421, -1.3740, 1.0339], [-1.4697, -0.5860, 0.7501], [-1.9965, -2.4625, 0.0867], [-0.9908, -2.8922, 0.0866], [-2.3526, -1.9152, -1.3016], [-1.4238, -0.8520, -1.6654], [-0.2707, -1.3651, -2.3733], [0.2316, -2.1104, -1.7589], [0.4268, -0.5508, -2.5612], [-0.5375, -1.8241, -3.3387], [-2.0570, 0.2292, -2.3933], [-2.8475, 0.6641, -1.7833], [-1.3156, 1.0035, -2.5914], [-2.4846, -0.0919, -3.3550], [-2.3573, -2.7312, -2.0398], [-3.3615, -1.5004, -1.2484], [-2.7190, -3.2189, 0.3985], [-4.1219, 0.6448, 2.1981], [-3.1769, 0.0997, 3.5948], [2.8623, -0.0242, -1.6763], [4.0170, -2.1427, -1.4007], [4.9506, -5.2370, 0.2995], [5.4772, -3.6409, -0.2896]], "forces_ev_per_angstrom": [[0.14, -0.09, -0.16], [0.02, 0.02, 0.03], [-0.21, 0.18, 0.21], [-0.13, 0.21, -0.03], [0.16, -0.36, 0.06], [-0.20, 0.10, 0.24], [0.24, -0.41, 0.02], [0.05, 0.10, -0.14], [-0.01, -0.15, 0.09], [-0.05, -0.03, 0.14], [0.32, -0.03, -0.08], [0.04, -0.21, 0.22], [-0.03, 0.01, -0.01], [0.02, 0.02, -0.01], [0.03, -0.05, 0.00], [0.27, 0.40, -0.23], [-1.16, 0.42, -0.05], [0.57, -0.44, -0.21], [0.46, 0.21, -0.26], [-0.06, -0.03, 0.05], [0.00, -0.03, 0.04], [0.07, -0.04, -0.02], [0.06, -0.09, 0.02], [-0.51, 0.23, 0.04], [0.25, 0.08, 0.03], [-0.08, 0.07, -0.03], [0.07, 0.01, -0.02], [0.04, 0.06, -0.04], [-0.07, 0.05, 0.00], [-0.08, 0.01, 0.01], [0.10, -0.08, 0.35], [-0.10, 0.07, -0.21], [0.12, -0.05, 0.31], [-0.05, 0.07, -0.10], [-0.37, -0.10, -0.06], [0.15, 0.30, 0.30], [-0.37, -0.12, 0.08], [0.35, 0.11, -0.29], [-0.05, -0.01, 0.13], [-0.22, -0.15, -0.22], [-0.07, -0.07, -0.03], [0.13, -0.11, 0.32], [-0.11, -0.03, -0.11], [-0.04, 0.00, 0.07], [0.12, -0.06, -0.03], [0.10, 0.00, -0.02], [-0.01, -0.01, -0.03], [0.01, -0.02, 0.05], [-0.07, 0.06, -0.02], [0.01, 0.09, -0.05], [-0.01, 0.00, -0.05], [-0.04, 0.05, -0.04], [0.01, -0.03, -0.01], [0.15, 0.00, -0.01], [0.10, -0.10, 0.11], [-0.05, -0.05, -0.13], [-0.02, 0.05, -0.03], [0.08, -0.06, -0.07], [0.00, 0.06, -0.07], [-0.04, -0.01, 0.00]]}


{"formula": "C31H23AsBrEuF6NO6P", "method": "the ωB97M-V functional and the def2-TZVPD basis", "orbital_gap_ev": [7.3, 7.3], "total_charge": 0, "homo_energy_ev": [-7.39, -7.41], "s_squared": 12.009, "multiplicity": 7, "species": ["Eu", "O", "C", "O", "C", "C", "C", "C", "C", "C", "P", "C", "C", "C", "C", "C", "C", "C", "C", "C", "C", "C", "C", "H", "H", "H", "H", "H", "H", "H", "H", "H", "H", "H", "H", "H", "H", "O", "C", "C", "C", "N", "C", "Br", "C", "H", "H", "H", "H", "O", "C", "C", "C", "C", "C", "C", "C", "O", "O", "H", "H", "H", "H", "H", "F", "As", "F", "F", "F", "F", "F"], "xyz": [[1.5133, -0.1354, 0.2506], [0.0852, -1.2662, 1.3018], [0.5867, -0.9343, 2.4519], [1.8001, -0.7888, 2.5849], [-0.4342, -0.5562, 3.4587], [-0.3796, -0.8441, 4.8125], [-1.4438, -0.4715, 5.6168], [-2.5361, 0.1907, 5.0761], [-2.5716, 0.5217, 3.7305], [-1.5149, 0.1442, 2.9115], [-1.4957, 0.4552, 1.1085], [-2.9102, -0.5439, 0.5740], [-4.1905, 0.0039, 0.5591], [-5.2733, -0.8047, 0.2663], [-5.0877, -2.1488, -0.0222], [-3.8122, -2.6931, -0.0042], [-2.7230, -1.8930, 0.2891], [-1.9394, 2.2091, 0.9020], [-1.5649, 3.1593, 1.8533], [-1.8244, 4.4985, 1.6198], [-2.4116, 4.8974, 0.4284], [-2.7636, 3.9568, -0.5293], [-2.5100, 2.6180, -0.3063], [0.4690, -1.3768, 5.2123], [-1.4296, -0.7124, 6.6676], [-3.3654, 0.4536, 5.7153], [-3.4229, 1.0500, 3.3272], [-4.3444, 1.0474, 0.7896], [-6.2677, -0.3836, 0.2731], [-5.9365, -2.7701, -0.2634], [-3.6610, -3.7415, -0.2137], [-1.7289, -2.3112, 0.3168], [-1.0912, 2.8481, 2.7755], [-1.5516, 5.2302, 2.3630], [-2.5823, 5.9455, 0.2415], [-3.2268, 4.2729, -1.4513], [-2.7784, 1.8777, -1.0479], [-1.7616, -0.8783, -5.6477], [-1.2543, -0.6152, -4.4504], [-1.2220, 0.6566, -3.8708], [-0.7114, 0.8005, -2.5967], [-0.2169, -0.2065, -1.8656], [-0.2161, -1.4012, -2.4552], [0.5692, -2.8018, -1.4127], [-0.7222, -1.6750, -3.7048], [-2.0749, -0.0825, -6.1045], [-1.5903, 1.5146, -4.4124], [-0.6966, 1.7806, -2.1427], [-0.7071, -2.6704, -4.1171], [5.0530, -3.2793, 0.3983], [5.3942, -2.8255, -0.7958], [6.5461, -3.3499, -1.4078], [6.9561, -2.8951, -2.6385], [6.2350, -1.9092, -3.3096], [5.0910, -1.3896, -2.7323], [4.6543, -1.8381, -1.4905], [3.4138, -1.2908, -0.9189], [2.6833, -0.4865, -1.5658], [3.0371, -1.6649, 0.2392], [4.2348, -2.8182, 0.7038], [7.0869, -4.1155, -0.8766], [7.8448, -3.3043, -3.0900], [6.5597, -1.5659, -4.2780], [4.5163, -0.6186, -3.2226], [1.2628, 1.8504, -0.7170], [2.3034, 2.6502, 0.6009], [3.2487, 3.4164, -0.6082], [3.2959, 1.1419, 0.5878], [3.1918, 3.2519, 1.9295], [1.1745, 1.6747, 1.6873], [1.1399, 3.9396, 0.6459]], "forces_ev_per_angstrom": [[-2.81, -0.84, -0.90], [-0.76, -2.62, 2.21], [-0.78, -0.94, 0.60], [0.57, 0.13, 0.44], [-0.32, 0.18, -0.18], [0.02, 0.05, -0.14], [0.07, -0.08, -0.02], [-0.04, 0.13, 0.03], [0.22, -0.11, 0.20], [-0.18, -0.01, -0.07], [0.24, 1.46, -0.81], [-0.13, 0.42, 0.24], [-0.03, -0.35, -0.01], [-0.14, -0.02, -0.10], [0.00, -0.02, -0.01], [-0.10, 0.02, -0.07], [0.01, 0.10, -0.02], [-0.67, -0.36, 0.44], [-0.38, -0.12, -0.19], [0.10, -0.03, -0.17], [-0.01, 0.07, 0.07], [0.18, 0.14, -0.04], [-0.03, 0.04, 0.37], [0.11, -0.03, 0.07], [0.00, -0.03, 0.14], [-0.09, 0.05, 0.06], [-0.05, 0.06, -0.09], [0.00, 0.08, 0.03], [-0.12, 0.01, -0.04], [-0.10, -0.08, 0.02], [-0.02, -0.10, -0.05], [0.03, -0.05, 0.03], [-0.02, 0.00, 0.02], [0.06, 0.14, 0.07], [-0.09, 0.14, -0.01], [-0.05, 0.06, -0.13], [-0.11, -0.03, -0.04], [-0.28, -0.10, -0.85], [0.46, 0.25, 1.29], [-0.06, -0.33, -0.15], [0.04, -0.01, 0.00], [0.25, -0.50, -0.51], [-0.07, 0.25, 0.34], [-0.41, -0.04, -0.56], [-0.14, -0.01, -0.34], [0.13, -0.16, 0.29], [-0.06, 0.13, 0.01], [0.09, 0.02, 0.12], [0.02, -0.09, 0.00], [-0.32, -0.30, 0.80], [0.17, 0.51, -1.02], [-0.36, 0.05, 0.39], [-0.23, 0.14, 0.01], [-0.25, 0.14, 0.00], [0.37, -0.12, -0.24], [0.02, -0.19, 0.47], [1.01, -0.72, -1.13], [1.12, -0.17, -1.21], [1.38, -1.30, 0.31], [0.34, -0.08, -0.24], [0.12, -0.10, 0.07], [0.15, -0.10, -0.05], [0.05, 0.09, -0.10], [-0.06, 0.02, -0.08], [1.04, 1.79, 0.31], [-1.28, 2.13, 0.24], [-0.25, -0.66, 0.57], [0.65, 1.81, 0.19], [-0.26, -0.37, -0.48], [1.20, 1.34, -0.35], [0.87, -0.79, -0.05]]}


{"formula": "C4H12", "method": "the ωB97M-V functional and the def2-TZVPD basis", "orbital_gap_ev": 12.6, "total_charge": 0, "homo_energy_ev": -11.50, "species": ["C", "C", "H", "H", "H", "H", "H", "H", "C", "C", "H", "H", "H", "H", "H", "H"], "xyz": [[1.0036, 0.3088, -2.1989], [2.2369, 0.8987, -1.4908], [1.0275, -0.7508, -2.4118], [0.1217, 0.6077, -1.6392], [1.0393, 0.7847, -3.1766], [2.8215, 0.1187, -0.9891], [1.9998, 1.6617, -0.7539], [2.9613, 1.3390, -2.1797], [-2.0685, -1.2132, 1.6661], [-1.1602, -0.0110, 2.0093], [-2.1607, -1.3654, 0.5966], [-1.8250, -2.0830, 2.2683], [-3.0660, -0.9872, 2.0524], [-0.4013, -0.2774, 2.7443], [-1.7483, 0.7328, 2.5528], [-0.7065, 0.5170, 1.1760]], "forces_ev_per_angstrom": [[0.76, 1.23, -0.29], [0.85, -0.89, 0.24], [0.09, -0.29, 0.42], [-0.29, -0.29, -0.30], [-0.80, 0.06, -0.15], [-0.21, 0.12, 0.22], [-0.17, -0.01, 0.02], [-0.24, 0.06, -0.15], [-0.45, 0.96, 0.75], [-0.41, 0.11, 0.86], [0.17, -0.49, 0.02], [0.49, -0.39, -0.58], [-0.15, 0.11, -0.37], [0.31, -0.14, -0.31], [-0.05, 0.12, -0.19], [0.09, -0.28, -0.19]]}


{"formula": "C19H26N2O3", "method": "the ωB97M-V functional and the def2-TZVPD basis", "orbital_gap_ev": 9.4, "total_charge": 0, "homo_energy_ev": -8.73, "species": ["C", "C", "H", "H", "O", "C", "O", "C", "C", "N", "N", "C", "O", "C", "C", "C", "C", "C", "C", "C", "C", "C", "H", "H", "H", "H", "H", "H", "H", "H", "H", "H", "C", "H", "H", "H", "H", "C", "C", "H", "H", "H", "C", "H", "H", "H", "H", "H", "H", "H"], "xyz": [[4.6757, -3.7949, -1.8794], [4.5198, -2.7753, -0.7603], [5.3639, -2.0834, -0.7369], [4.4265, -3.2843, 0.2044], [3.3707, -1.9480, -0.9581], [2.1888, -2.4420, -0.5846], [2.0470, -3.5221, -0.0738], [1.0900, -1.4404, -0.9008], [0.0119, -1.4296, 0.1542], [-0.1025, -0.3136, 0.7547], [-1.0209, -0.0800, 1.7090], [-1.1328, 1.1211, 2.3603], [-1.9880, 1.2613, 3.2100], [-0.1669, 2.1621, 1.9372], [0.0071, 3.3528, 2.8434], [-0.7250, 3.5246, 1.5588], [-2.1990, 3.7282, 1.5261], [-2.9550, 3.1034, 0.5406], [-4.3250, 3.2791, 0.4896], [-4.9559, 4.0861, 1.4214], [-4.2093, 4.7167, 2.4008], [-2.8380, 4.5393, 2.4530], [-2.2588, 5.0335, 3.2189], [-4.6973, 5.3462, 3.1308], [-6.0272, 4.2201, 1.3849], [-4.9039, 2.7822, -0.2758], [-2.4611, 2.4677, -0.1816], [-0.1996, 4.0206, 0.7480], [0.9957, 3.7724, 2.9514], [-0.5794, 3.3320, 3.7497], [0.6743, 1.7846, 1.3743], [-1.6838, -0.7993, 1.9973], [-0.7989, -2.6679, 0.3831], [-1.5564, -2.7727, -0.3935], [-1.2986, -2.6523, 1.3500], [-0.1404, -3.5319, 0.3506], [1.5528, -0.4497, -0.8801], [0.5353, -1.6699, -2.3367], [0.5050, -3.1396, -2.7503], [-0.0265, -3.2438, -3.6942], [0.0103, -3.7582, -2.0086], [1.5154, -3.5181, -2.8889], [1.3695, -0.8725, -3.3369], [2.4146, -1.1667, -3.2760], [1.2995, 0.1938, -3.1359], [1.0171, -1.0544, -4.3498], [-0.4880, -1.2790, -2.3507], [3.8400, -4.4906, -1.8682], [5.5965, -4.3531, -1.7369], [4.7108, -3.2947, -2.8446]], "forces_ev_per_angstrom": [[-0.20, 0.28, 0.21], [0.32, -0.48, 0.08], [-0.12, -0.07, 0.04], [0.07, 0.14, -0.12], [0.14, 0.28, -0.22], [-0.23, 0.32, 0.07], [0.07, -0.20, 0.06], [0.06, 0.03, -0.07], [0.00, -0.02, 0.19], [0.51, 0.36, -0.37], [-0.66, -1.03, 0.11], [0.10, 0.11, 0.06], [0.00, 0.06, 0.06], [0.27, 0.07, 0.02], [-0.02, 0.01, 0.02], [0.02, 0.03, -0.03], [-0.08, 0.07, 0.03], [0.04, 0.06, 0.04], [-0.06, -0.04, -0.09], [-0.11, 0.01, 0.00], [-0.07, 0.06, 0.05], [0.05, -0.02, -0.09], [0.07, 0.01, 0.09], [-0.04, 0.05, 0.05], [-0.08, 0.01, 0.00], [-0.04, -0.03, -0.05], [0.05, -0.08, -0.07], [0.09, -0.09, 0.08], [0.07, -0.02, -0.09], [-0.12, -0.02, 0.03], [-0.03, 0.19, 0.04], [0.16, 0.26, -0.05], [-0.09, 0.14, 0.17], [-0.09, -0.03, -0.05], [-0.06, -0.06, 0.02], [-0.07, -0.03, 0.00], [-0.11, -0.13, 0.04], [0.18, -0.05, -0.10], [-0.21, 0.18, 0.04], [-0.01, -0.04, -0.09], [-0.03, -0.15, 0.05], [0.13, -0.09, -0.02], [-0.22, -0.05, 0.06], [0.12, -0.01, -0.03], [0.04, 0.13, 0.00], [0.00, 0.01, -0.13], [0.05, 0.00, 0.05], [-0.02, -0.07, -0.02], [0.11, -0.08, -0.01], [0.04, 0.01, -0.09]]}


Quick rundown of relative energy (zero: lowest compared OMol25 entry of this formula, charge and spin), same order as above: 5.469 4.581 0.301 1.362 0.476 2.432 eV
Quick rundown of E, same order as above: -87564.918 -24712.501 -41977.421 -222105.981 -4342.052 -29247.178 eV